28
Properties=species:S:1:pos:R:3:forces:R:3 method="wB97M-V/def2-TZVPD" homo_energy_ev=-11.78 de_lowest_ev=4.435 total_energy_ha=-537.2495 total_charge=+1 spin_multiplicity=1 orbital_gap_ev=6.919
H -1.930915 -0.344669 3.544907 0.179 0.048 -0.078
H -0.506044 -2.333105 1.084481 -0.984 1.190 0.335
H 2.797315 0.306234 -2.025382 0.875 -0.614 0.493
H -2.337458 2.485598 1.239192 1.235 -0.780 -0.047
C 0.986862 0.840585 -2.875770 -0.029 0.389 -1.927
N 0.384788 -1.387958 -1.919804 -0.232 0.027 0.459
H 0.508791 2.950350 1.378759 -1.603 -1.256 -0.357
H -0.923508 0.003261 -2.345772 0.291 0.198 -0.106
C 2.286150 0.974599 -2.661512 0.202 2.122 0.084
C -0.166366 2.031402 1.271374 3.542 1.459 0.502
C 0.114388 0.106243 2.836043 -1.814 0.268 -1.308
H -2.434147 -0.265970 1.132782 -0.455 0.416 -0.973
H 2.762377 1.959232 -2.961426 -0.299 -1.681 0.215
C 0.146295 -0.221833 -2.406180 -1.292 0.200 0.731
H 0.542131 1.598662 -3.545676 -0.261 -0.574 0.746
C -1.446248 1.802875 1.229742 -2.161 0.595 -0.235
C 0.526698 0.636635 1.419425 0.619 0.178 0.480
H 0.950307 -1.779343 0.812192 -1.123 0.787 -1.637
H 1.279469 -1.810223 -1.858055 1.345 0.074 -0.405
H 0.730906 0.018259 3.641395 1.659 -0.192 2.056
C -1.214383 -0.074058 2.780655 2.205 0.230 0.430
H -0.525929 -3.087856 -1.095603 0.057 0.469 0.503
N -0.384465 -0.135081 0.628449 0.123 -0.303 -2.113
C -1.526397 0.285683 1.344191 -3.622 -0.836 0.688
C -0.121862 -1.509991 0.426075 2.186 -2.559 3.025
C -0.514595 -2.002464 -0.903055 -1.633 0.760 -3.036
H -1.530201 -1.550406 -1.195881 1.142 -1.012 0.768
H 1.546040 0.503338 1.024453 -0.153 0.397 0.707